Record 1
54
Properties=species:S:1:pos:R:3:nbo_charge:R:1 method="wB97M-V/def2-TZVPD" largest_force_ev_per_a=1.3 e_above_lowest_ev=0.089 smiles="COc1ccc(S(=O)(=O)N2CCO[C@@H]2CNC(=O)C(=O)NCCN(C)C)cc1" spin_multiplicity=1
H -2.67474 -4.12856 1.11469 0.186
N 3.31195 0.02417 0.06246 -0.713
C -1.14429 -2.36616 -0.20969 0.400
H -4.15253 -3.24867 0.65337 0.206
N 2.15650 2.34345 -0.62668 -0.586
C -3.10032 -3.14200 0.91258 -0.259
C -3.58889 1.59150 -1.68162 -0.409
C 3.33439 2.02055 -1.38524 -0.250
N -4.19349 1.48094 -0.37315 -0.439
H -2.47794 -0.09960 1.09044 0.197
C 1.01212 1.67087 -0.81596 0.600
H -3.01117 -2.51633 1.80652 0.176
O 4.90730 1.65650 0.39483 -0.524
H 1.21918 -1.35361 -2.42894 0.254
H 2.29402 2.70269 0.31224 0.420
H -3.99483 1.90059 1.62419 0.198
H 2.67000 0.83868 1.88260 0.217
C 1.57686 -1.92110 -0.40958 -0.380
O 0.44260 2.17759 1.46948 -0.643
C -3.35532 1.85840 0.73748 -0.212
C 0.77127 -1.69537 -1.51146 -0.126
C -2.15329 0.94295 1.07365 -0.259
C 3.47473 0.20506 1.49465 -0.268
O -2.49162 -2.54054 -0.20955 -0.516
H 4.94445 1.57382 2.42640 0.200
H -5.32332 0.17678 0.78652 0.197
C -0.58649 -1.91430 -1.41058 -0.288
H -2.93931 0.74050 -1.93745 0.153
H -1.23979 -1.75088 -2.25288 0.231
C -0.31851 -2.60061 0.88781 -0.339
H 4.84101 0.45210 -1.30099 0.202
H -0.71956 -2.95809 1.82243 0.226
H -4.23858 -0.65424 -0.35945 0.171
O 3.76692 -1.54510 -1.85282 -0.934
H -1.15959 0.73251 -0.80134 0.431
H -4.38555 1.63691 -2.42603 0.201
C 0.08940 1.69950 0.40264 0.583
H -1.76480 1.21648 2.05763 0.232
H -5.69116 0.17421 -0.94278 0.202
C 4.17544 0.98560 -0.60587 0.236
C 1.04233 -2.37227 0.77947 -0.151
H -3.00877 2.50976 -1.74234 0.206
S 3.32017 -1.56972 -0.49370 2.334
N -1.06569 1.08557 0.14448 -0.595
H 3.00955 1.59150 -2.33410 0.236
H -2.97706 2.86615 0.54707 0.202
H 5.64173 0.14268 1.59908 0.177
H 1.69962 -2.56379 1.61218 0.236
H 3.46282 -0.76481 1.98713 0.236
O 0.68379 1.09106 -1.83818 -0.635
H 3.94244 2.91108 -1.55025 0.219
C -4.88579 0.22196 -0.20945 -0.421
O 4.01174 -2.40922 0.44583 -0.941
C 4.84008 0.89288 1.58222 -0.081

---

Record 2
11
Properties=species:S:1:pos:R:3:nbo_charge:R:1 method="wB97M-V/def2-TZVPD" largest_force_ev_per_a=3.2 e_above_lowest_ev=2.100 spin_multiplicity=1
H 0.55574 -0.38596 2.26507 0.241
C -1.85597 0.12848 -0.77946 -0.251
H -2.22983 1.14805 -0.60157 0.190
H -2.54041 -0.33173 -1.47312 0.203
O -0.48562 -0.04301 -1.07846 -0.459
C 0.31549 -0.02672 0.03888 0.314
Br 2.84098 1.60007 -0.03211 0.071
H -1.88050 -0.47730 0.17354 0.176
C 1.75207 0.07048 0.21413 -0.204
Br 2.80151 -1.60486 -0.00813 -0.039
C 0.72654 -0.07751 1.28124 -0.242

---

Record 3
171
Properties=species:S:1:pos:R:3:mulliken_charge:R:1 method="wB97M-V/def2-TZVPD" largest_force_ev_per_a=2.4 smiles="CN(C)P(=O)(N(C)C)N(C)C.CN(C)P(=O)(N(C)C)N(C)C.CN(C)P(=O)(N(C)C)N(C)C.CN(C)P(=O)(N(C)C)N(C)C.CN(C)P(=O)(N(C)C)N(C)C.CC(C)=O.BrCCBr.BrCCBr" spin_multiplicity=1
H -6.24612 2.01079 -2.60156 0.352
Br 1.67736 -6.30135 -0.71670 -0.172
P -2.77127 -3.35465 3.02955 0.552
H -3.98125 0.54455 -0.70128 0.700
H 6.39986 -1.44921 -6.91471 0.270
C -3.16399 4.61180 1.92639 -1.331
H 0.70775 3.75998 2.11346 -0.083
N -5.37744 0.05804 -2.55681 0.357
H -3.46197 1.06827 -4.85548 0.245
C 1.47581 -2.97216 4.42022 0.160
C 3.71973 4.42023 -1.14912 -0.772
C 1.67052 3.86068 1.61964 -0.231
H -2.40486 1.37161 -0.80035 -0.692
H 8.24464 1.41050 -3.19167 0.276
H -2.43910 -0.30240 -0.35302 -0.699
C 0.40833 -3.48400 5.41945 0.131
H 1.89961 7.21624 1.00799 0.407
H -2.74317 1.15011 2.12850 -0.034
H 8.04190 -2.90762 -0.84370 0.343
H 6.00178 -0.12475 -5.84927 0.251
C -3.81048 -2.31382 -5.29200 -1.045
C 1.87854 6.39043 1.70841 -1.182
H -0.40544 -5.40017 1.43332 0.021
H 2.75989 1.70386 -0.96234 -0.203
C 7.74681 -1.94074 -1.24807 -0.996
N 6.00863 -1.95839 -4.87304 0.261
Br 3.69089 -4.05437 1.12314 -0.134
N -3.88239 -2.33653 2.20727 0.693
H -2.89128 -2.54704 -5.81797 0.294
P 1.33506 5.37542 -0.65917 0.450
C -4.37056 -2.48161 0.82770 -0.903
H 5.61275 -3.96657 -5.65971 0.313
H -4.60059 -2.21798 -6.03148 0.321
H -4.11907 -5.31579 1.62888 0.337
H -2.26205 1.35099 6.75036 0.368
H -4.78392 -0.52971 3.11300 0.097
C 2.31901 -0.11172 1.29359 -0.437
H 2.29408 -3.66100 4.44746 0.510
H -3.70036 -3.20354 0.34061 0.319
H 4.27654 3.52811 -1.43306 -0.047
H 2.06434 4.80653 -3.39867 0.345
C -0.37778 1.21119 4.59318 -1.238
C -4.49932 2.74710 2.97169 -0.929
H -1.20054 -1.36697 -2.13855 0.161
H -4.23977 1.77128 3.38572 0.115
H 2.82223 6.43857 2.26426 0.342
H 2.55455 3.10097 -3.16118 0.201
H -3.93034 1.24165 6.18891 0.313
H 0.67632 -3.11550 6.40195 0.521
O -2.17653 -2.61248 4.18246 -1.225
C 5.34659 -3.24656 -4.82740 -0.996
H -3.97816 -6.62358 2.75296 0.399
H -1.65056 -1.94009 1.21393 -0.576
H -6.47571 -1.64719 -2.11159 0.340
H 2.75066 -1.12816 1.37001 0.171
H 8.56056 -1.24649 -1.07613 0.334
C -1.10307 -2.87140 1.07946 0.794
C -0.67421 3.49526 -0.78233 -0.376
H 0.64429 1.18037 4.20514 0.206
P -4.10336 -0.98650 -2.95965 0.698
N -3.19051 3.42542 2.78897 0.838
H -7.43708 -0.12242 -2.15593 0.346
H -4.02179 0.22250 -6.33815 0.304
H -1.91820 5.53488 -2.00453 0.313
C -3.59441 -4.97564 5.02389 -0.850
C 1.92375 3.90292 -2.76021 -0.908
C 2.55651 0.63553 -1.15868 -0.411
H -5.16968 3.20814 3.67289 0.223
H -5.44269 -2.74001 0.71681 0.352
H 6.85447 -1.52828 -0.73988 0.182
C -2.90387 1.45411 5.87591 -0.799
C 5.78871 -1.16968 -6.02589 -0.974
H -1.81734 -5.88595 2.33910 0.313
C -1.21543 5.84487 -1.20226 -1.044
H -3.16533 4.41538 0.84643 0.337
C -2.92680 0.42672 -0.99807 0.338
C -1.76075 0.79886 2.46646 1.359
H 1.09574 6.52594 2.43880 0.224
H 3.54587 0.17936 -1.17538 0.452
H 1.08407 -2.89699 3.40028 -0.548
C -3.41052 0.16628 -5.43156 -0.975
C -6.63834 -0.70126 -2.61688 -1.079
C -4.28118 -5.58582 2.66380 -1.172
N -2.72673 2.79493 5.33596 0.411
H 0.89698 3.50148 -2.90041 0.155
P 6.15816 -1.25032 -3.30540 -0.177
H 7.89109 1.15790 -4.95535 0.351
N -1.29279 1.66831 3.54916 0.734
N 6.52106 0.31151 -3.65655 0.515
C 8.57932 -2.59819 -3.49166 -1.184
H -0.77689 6.78808 -1.49030 0.393
C -5.41834 1.44282 -3.03645 -0.887
H -0.78599 -3.03811 0.05006 0.491
H -4.53718 3.74969 5.76436 0.318
Br 0.25975 -5.43784 5.47590 -0.211
H -1.04796 0.79347 1.61879 -0.873
H -5.62678 1.51972 -4.11394 0.282
H -5.33616 -5.43950 2.92455 0.361
H -2.74318 -5.51306 5.47758 0.167
C -1.49385 -5.25777 1.51822 -1.091
H -4.40997 1.84266 -2.83295 0.148
H -2.63330 0.64236 5.18214 0.059
H -7.03523 -0.86755 -3.64553 0.292
H -0.34933 1.83778 5.49520 0.457
C 2.79453 -4.84272 -1.39585 -0.641
H -0.62040 0.17535 4.84292 0.375
H -4.61614 -1.89211 4.19641 0.296
Br 2.31723 -1.21066 4.89887 -0.166
N 7.50838 -2.00522 -2.72492 0.639
H -4.16027 -1.55240 0.30905 0.037
H 3.65574 -2.91765 -0.88328 -0.269
H -4.97549 2.60746 1.98455 0.330
N -3.45717 -4.77266 3.57883 0.438
O 4.98678 -1.38660 -2.43649 -0.380
H -1.77401 5.97469 -0.26390 0.215
H -4.51713 -5.54197 5.26309 0.326
H -0.56273 -3.09608 5.16719 -0.222
H -3.71269 -4.03427 5.51980 0.293
C 2.91599 -3.65767 -0.55231 1.037
O 0.54701 -0.24490 -0.28565 0.030
H 2.32783 -4.58419 -2.35316 0.397
C 1.70149 0.07436 -0.07068 0.163
C -3.46640 3.90190 5.92229 -1.177
H 5.76460 1.88854 -2.55366 0.440
O 1.55346 6.77438 -1.09467 -0.868
H 1.87425 3.06955 0.91969 -0.277
O -1.02851 4.35076 3.94390 -0.901
N -2.82482 -0.01245 -2.40338 0.595
H 8.51359 -3.72960 -3.44504 0.275
H -3.95726 5.36999 2.10530 0.333
C -1.49682 -0.53120 -2.80277 -0.950
H 9.61271 -2.26801 -3.11208 0.325
H -1.36962 3.25730 -1.59516 0.628
H -3.12297 4.80912 5.47263 0.276
H 3.08548 0.63910 1.46310 0.494
H 3.77306 -5.30182 -1.54845 0.409
H -1.82236 -0.23007 2.87901 -0.659
H 1.94138 -3.23327 -0.31979 -0.530
H -2.33641 0.08990 -5.72836 0.335
H 0.11627 2.76139 -0.76272 0.005
H -1.55453 -0.93401 -3.80512 0.500
H 4.81098 -1.31993 -6.50984 0.324
N -1.89634 -3.91014 1.67826 0.750
H -4.13154 -3.05891 -4.56427 0.256
H -5.80473 -1.88545 2.98108 0.447
H 1.51575 -0.03993 2.06998 -0.401
H -3.27290 3.93953 7.00119 0.410
N 1.83987 5.13576 0.93221 0.457
H 4.09547 5.23247 -1.80382 0.319
H -1.25967 3.45521 0.15116 -0.530
C -4.75780 -1.62707 3.16522 -1.051
H -0.74692 0.23707 -2.73057 0.085
H 5.61535 -3.64565 -3.84076 0.301
H 1.98236 0.63277 -2.08464 0.205
H -0.17891 -2.83850 1.67856 -1.161
N 2.27842 4.11358 -1.35464 0.385
H 3.79949 4.70675 -0.10224 0.363
H 8.56688 -2.41221 -4.57072 0.412
N -3.71498 -1.04331 -4.57896 0.339
P -1.95255 3.18071 3.90079 0.250
C 7.88488 0.70186 -3.94999 -0.935
N -0.16986 4.83878 -1.08863 0.541
C 5.53094 1.34722 -3.50969 -1.226
H 4.23233 -3.15670 -4.83450 0.305
H 4.52220 0.90062 -3.39294 0.145
H 8.53768 -0.19628 -3.99218 0.254
H 2.38662 3.79717 2.43700 0.491
O -4.40691 -2.34536 -2.47469 -1.042
H 5.51874 2.04219 -4.38369 0.297
H -1.99128 -5.62708 0.57503 0.330
H -2.25980 5.19290 2.09519 0.326

---

Per-record total energy, eV: -47131.37689 -146341.75036 -401313.64204